19
Properties=species:S:1:pos:R:3:lowdin_charge:R:1 method="wB97M-V/def2-TZVPD" smiles=NCCNCCS relative_energy_kcal_mol=20.12
N 2.971 -0.021 1.349 -0.031
C 1.614 0.498 1.506 -0.287
C 0.807 0.053 0.258 -0.267
N -0.566 0.467 0.445 -0.074
C -1.330 0.659 -0.815 -0.328
C -1.674 -0.475 -1.729 -0.557
S -2.933 -1.584 -1.014 0.684
H 3.588 0.326 2.080 0.061
H 3.075 -1.023 1.493 0.061
H 1.111 0.332 2.455 0.101
H 1.705 1.589 1.364 0.111
H 1.349 0.359 -0.622 0.111
H 1.001 -1.048 0.234 0.111
H -1.074 -0.199 1.024 0.100
H -2.171 1.252 -0.432 0.110
H -0.705 1.373 -1.396 0.118
H -0.863 -1.213 -1.820 0.056
H -1.846 -0.198 -2.771 0.079
H -4.057 -1.145 -1.607 -0.158